{"formula": "C5H9BrN", "method": "the ωB97M-V functional and the def2-TZVPD basis", "homo_ev": -13.4, "mol_weight_g_mol": 163.04, "e_lumo_ev": -3.3, "relative_energy_ev": 0.507, "total_charge": 1, "largest_force_ha_per_bohr": 0.115, "total_energy_ev": -76854.8084, "species": ["C", "N", "C", "C", "C", "Br", "C", "H", "H", "H", "H", "H", "H", "H", "H", "H"], "positions_angstrom": [[0.190, 1.583, 0.254], [-0.679, 0.545, -0.301], [0.143, -0.225, -1.339], [0.944, -1.150, -0.450], [0.376, -1.406, 0.717], [1.015, -2.522, 1.993], [-0.972, -0.561, 0.720], [1.235, 1.425, 0.678], [0.346, 2.531, -0.340], [-0.462, 2.051, 1.141], [-1.621, 0.879, -0.668], [0.917, 0.388, -1.749], [-0.398, -0.736, -2.167], [2.030, -1.514, -0.628], [-1.818, -1.115, 0.391], [-1.245, -0.175, 1.748]], "nbo_charge": [-0.4935, -0.3629, -0.2616, -0.2439, -0.1472, 0.2279, -0.2538, 0.2854, 0.2666, 0.2412, 0.4688, 0.2437, 0.2626, 0.2725, 0.2387, 0.2555]}